# 1
Formula: C49H47AsBrN2O4STl
Source: the Open Molecules 2025 dataset
Level of theory: ωB97M-V with the def2-TZVPD basis set

```
106
Properties=species:S:1:pos:R:3:forces:R:3:mulliken_charge:R:1
Tl 0.408511 -0.126985 -0.375069 0.2235 -0.1835 -0.0231 1.756
O -0.806852 0.929058 1.207891 0.3711 -0.0763 -0.3104 -0.002
C -0.960609 2.263625 1.484305 -0.2521 0.1766 -0.0151 2.009
C -1.812691 2.936464 0.358494 0.1573 -0.0726 0.1516 -2.134
C -1.181006 3.122760 -0.990903 -0.0406 0.0077 -0.0710 0.226
C -1.096217 4.395997 -1.548197 -0.0176 0.0068 -0.0189 -0.623
C -0.530667 4.557357 -2.799753 -0.0033 -0.0293 -0.0036 -1.006
C -0.121888 3.435791 -3.492580 -0.0411 0.0434 -0.0055 -0.677
C -0.301915 2.182493 -2.911247 -0.0031 0.0894 -0.0256 0.188
C 0.018379 0.952257 -3.691828 0.2061 -0.1507 0.0893 -1.667
C 1.474492 0.436620 -3.449778 -0.1929 -0.0633 -0.2046 2.404
O 1.722965 0.165926 -2.144427 0.0338 0.5298 0.3188 -1.040
C 2.436773 1.534686 -3.956089 0.1006 -0.0662 0.0875 -0.553
C 2.722603 1.731903 -5.303686 -0.0814 0.0942 -0.0032 -0.106
C 3.577873 2.750844 -5.705490 -0.0266 -0.0107 -0.0179 -0.910
C 4.157893 3.586198 -4.760335 0.0121 0.0193 0.0290 -0.499
C 3.882165 3.388954 -3.412835 -0.0138 -0.0039 -0.0249 -0.865
C 3.033392 2.366173 -3.013100 0.0527 -0.0478 0.0040 -0.293
C 1.700132 -0.842677 -4.284139 0.0577 -0.0222 0.0372 -0.560
C 0.895398 -1.279209 -5.328894 0.0409 0.0226 -0.0295 0.265
C 1.184306 -2.460564 -6.007877 -0.0001 -0.0051 -0.0063 -1.035
C 2.285882 -3.219052 -5.652073 -0.0080 0.0162 -0.0201 -0.366
C 3.094344 -2.792593 -4.603023 0.0024 0.0102 -0.0075 -0.979
C 2.800340 -1.622353 -3.927218 -0.0015 -0.0074 0.0182 -0.390
N -0.787202 2.038254 -1.672572 0.0186 -0.0118 -0.0098 0.430
C -1.813807 2.402670 2.770415 0.0517 -0.0594 0.0347 -0.133
C -2.072870 3.640076 3.356464 -0.0219 -0.0180 -0.0273 -0.198
C -2.827805 3.733285 4.515315 0.0071 0.0098 0.0075 -1.088
C -3.329872 2.584241 5.115716 -0.0111 0.0029 -0.0124 -0.386
C -3.062782 1.347887 4.546642 -0.0111 0.0273 0.0120 -1.449
C -2.308310 1.258481 3.382421 -0.0166 -0.0303 -0.0226 -0.018
C 0.376834 2.958689 1.792754 -0.0272 -0.0587 0.0145 0.045
C 1.201152 2.325601 2.721266 0.0407 -0.0659 -0.0172 -0.363
C 2.434977 2.843954 3.063681 -0.0117 0.0042 -0.0102 -0.543
C 2.874427 4.029816 2.484789 -0.0125 -0.0093 0.0064 -0.625
C 2.050290 4.692194 1.592553 0.0409 0.0177 0.0024 -0.996
C 0.805464 4.164228 1.256395 -0.0233 0.0248 0.0216 -0.171
H -2.212156 3.893915 0.699803 0.0145 0.0324 -0.0565 0.489
H -2.647687 2.242015 0.239645 -0.1004 0.1030 0.0077 0.660
H -1.478009 5.247822 -0.999306 0.0464 -0.0070 0.0498 0.502
H -0.423309 5.545035 -3.232737 -0.0058 -0.0023 -0.0101 0.385
H 0.321073 3.509201 -4.477370 -0.0081 -0.0091 -0.0055 0.454
H -0.109940 1.178269 -4.751864 -0.0917 -0.0322 -0.0098 0.795
H -0.652622 0.141197 -3.399856 -0.0349 0.0140 -0.0127 0.506
H 2.277853 1.079347 -6.047303 0.0238 -0.0287 0.0027 0.433
H 3.803477 2.883024 -6.758010 -0.0132 0.0038 -0.0022 0.390
H 4.834671 4.374085 -5.071123 -0.0076 0.0067 -0.0012 0.368
H 4.339371 4.024827 -2.663916 0.0107 0.0026 -0.0036 0.444
H 2.839206 2.164435 -1.966024 0.0001 -0.0065 -0.0086 0.584
H 0.021546 -0.714625 -5.627846 -0.0128 -0.0004 0.0219 0.329
H 0.532666 -2.790711 -6.809156 0.0019 0.0046 -0.0024 0.393
H 2.506953 -4.140873 -6.177393 -0.0004 -0.0104 0.0133 0.386
H 3.947618 -3.388181 -4.300668 0.0014 0.0054 0.0065 0.386
H 3.394153 -1.298023 -3.082121 -0.0018 -0.0201 0.0083 0.529
H -1.658831 4.538828 2.911430 0.0103 0.0027 0.0029 0.372
H -3.011863 4.703800 4.962392 -0.0131 0.0018 -0.0090 0.377
H -3.919632 2.656181 6.022159 0.0137 -0.0072 0.0098 0.374
H -3.435100 0.444389 5.015661 -0.0062 -0.0060 -0.0155 0.432
H -2.072391 0.304615 2.926427 -0.0055 0.0069 0.0195 0.840
H 0.862600 1.394808 3.154647 0.0195 -0.0749 -0.0066 0.534
H 3.066616 2.308249 3.762430 0.0137 -0.0063 -0.0189 0.379
H 3.856300 4.422110 2.720400 -0.0055 0.0092 0.0101 0.381
H 2.379254 5.619259 1.136384 -0.0155 0.0044 -0.0042 0.415
H 0.185339 4.712890 0.563923 -0.0205 -0.0267 -0.0501 0.304
N -3.245906 -0.469498 -0.803048 -0.1455 0.2229 0.0340 -0.390
C -3.996715 -1.565743 -0.427305 -0.0697 0.0420 0.0420 0.347
C -4.448029 -1.704506 0.890452 -0.0108 -0.0035 0.0023 -0.162
C -5.274070 -2.755759 1.246932 0.0003 -0.0223 -0.0281 -0.580
C -5.675089 -3.697835 0.306251 -0.0070 -0.0298 0.0031 -0.514
C -5.216338 -3.574502 -1.000273 -0.0241 0.0152 0.0582 -0.527
C -4.387545 -2.527744 -1.365170 -0.0052 -0.0492 -0.0136 -0.328
H -2.713283 -0.058966 -0.042464 0.1113 -0.0728 -0.0010 0.144
H -2.622328 -0.658365 -1.575638 0.1106 -0.1049 0.0789 0.052
H -4.127097 -0.979590 1.629939 0.0029 -0.0117 0.0117 0.477
H -5.602550 -2.851398 2.275700 0.0208 0.0260 0.0094 0.342
H -6.310681 -4.526855 0.592691 -0.0090 0.0080 -0.0077 0.357
H -5.503948 -4.312234 -1.740891 0.0332 0.0040 -0.0204 0.318
H -4.016072 -2.453472 -2.380447 0.0082 0.0148 0.0024 0.348
C -1.607322 -5.678046 3.408522 -0.0132 -0.0101 -0.0260 -1.335
As -1.244107 -4.208435 2.097514 -0.0617 -0.1519 0.2735 0.550
C -2.069953 -5.163776 0.596655 -0.0232 0.0595 -0.1110 -1.052
C 0.617589 -4.760714 1.819142 0.0966 0.0168 -0.0764 -1.092
S -0.401225 -2.307231 -0.591496 -0.1919 -0.2431 -0.1236 -0.894
H -1.235061 -6.636144 3.035099 0.0025 0.0140 -0.0128 0.353
H -2.680695 -5.768262 3.590277 0.0026 0.0365 -0.0143 0.352
H -1.115190 -5.461382 4.359194 -0.0006 0.0337 -0.0125 0.339
H -1.782911 -6.218204 0.591524 0.0520 0.0160 0.0454 0.415
H -1.758373 -4.686984 -0.331906 0.0003 0.0096 0.0092 0.321
H -3.155300 -5.082168 0.674322 0.0081 0.0203 0.0145 0.169
H 0.652978 -5.735508 1.326967 -0.0086 -0.0107 0.0281 0.455
H 1.128661 -4.822130 2.781797 -0.0444 0.0177 0.0224 0.366
H 1.116617 -4.021439 1.195559 -0.0401 0.0025 -0.0351 0.180
Br 5.650915 -1.003328 3.689879 0.0355 -0.0301 0.0612 -0.199
C 3.773227 -1.347206 3.726800 0.0311 0.0054 0.0302 -0.181
C 3.342101 -2.011714 4.869198 -0.0298 -0.0083 -0.0115 -0.462
C 1.996562 -2.283926 5.048574 0.0086 -0.0058 0.0274 -0.632
C 1.088008 -1.891791 4.079510 -0.0224 -0.0140 -0.0405 -0.797
C 1.537352 -1.246557 2.939539 0.0081 0.0227 0.0469 0.416
C 2.885286 -0.948589 2.727434 -0.0487 0.1091 -0.0852 0.838
C 3.295734 -0.176329 1.454715 0.0663 0.0572 -0.1249 0.039
O 4.496052 -0.062219 1.228463 0.0006 -0.0032 -0.0398 -0.769
O 2.357534 0.326993 0.756748 -0.2071 -0.0755 0.1733 -0.348
H 4.068658 -2.306086 5.614449 0.0066 0.0163 0.0007 0.389
H 1.664434 -2.796538 5.944069 0.0092 0.0019 -0.0026 0.357
H 0.029997 -2.087426 4.197704 -0.0197 -0.0296 -0.0312 0.446
H 0.816830 -0.947333 2.194416 -0.0453 0.0338 -0.0400 -0.201
```
Positions in Å, forces in eV/Å.

E_tot (hartree): -7686.4396
Total charge: -2
LUMO (eV): 4.166
Strongest force on any atom (eV Å⁻¹): 0.62
Orbital gap (eV): 6.09

# 2
Formula: C49H47ClMgN10OS6
Source: the Open Molecules 2025 dataset
Level of theory: ωB97M-V with the def2-TZVPD basis set

```
115
Properties=species:S:1:pos:R:3:forces:R:3:mulliken_charge:R:1
Mg 1.309342 -0.639655 -1.186121 -0.6544 0.3157 1.0274 0.529
C -4.350337 -2.149342 -0.974631 -0.1449 0.0183 0.0573 -0.634
C -3.375226 -2.297161 -0.002377 -0.2087 -0.0738 0.0034 -0.639
C -2.036856 -2.190708 -0.324384 0.2055 -0.0044 -0.0786 0.120
C -1.637505 -1.947326 -1.640338 -0.7252 -0.1333 0.1159 -1.338
C -2.639464 -1.763128 -2.609905 0.1173 0.1216 0.1644 0.367
C -3.973104 -1.862570 -2.278878 -0.1243 -0.0507 0.0277 -0.963
N -0.313144 -1.805973 -1.990031 0.3663 0.0478 0.0690 1.161
C 0.065522 -2.317823 -3.158914 0.1817 0.1009 0.0817 -0.099
C -0.544852 -3.434612 -3.794951 -0.0520 -0.4315 -0.3094 -0.438
C -0.053004 -3.928733 -4.968290 -0.2145 0.1339 0.4394 -0.710
C 1.056606 -3.334741 -5.604492 0.4042 0.2988 -0.1755 -0.782
C 1.677574 -2.263984 -5.027237 0.0123 -0.1512 -0.1672 -0.915
C 1.212006 -1.749734 -3.795927 -0.6158 -0.6914 -0.9373 0.945
N 1.757540 -0.736936 -3.123715 1.6876 1.1589 -1.0509 1.558
N 2.806812 -0.143536 -3.569044 -1.2768 -1.3791 -1.1701 -1.656
C 3.386086 0.677396 -2.654109 0.9803 1.1886 0.9402 -0.081
C 4.492142 1.441579 -3.056319 -0.4332 -0.3400 -0.0354 -0.742
C 5.163586 2.190434 -2.118523 -0.1983 -0.0014 0.3497 -0.440
C 4.722606 2.153766 -0.798731 -0.0103 0.0488 -0.1409 -1.760
C 3.620428 1.374173 -0.488078 0.4497 0.3871 0.2076 -0.286
N 2.953103 0.668906 -1.383693 0.1475 0.0977 -0.3651 0.748
H -5.394370 -2.247223 -0.721434 -0.1184 0.0146 0.0501 0.410
H -3.657771 -2.511310 1.019178 -0.0230 -0.0003 0.0799 0.553
H -1.292548 -2.325776 0.443235 0.0959 -0.0044 0.0575 0.406
H -2.340355 -1.528150 -3.623411 -0.0538 0.0101 -0.0274 0.587
H -4.723627 -1.721092 -3.043417 -0.0788 0.0117 -0.0510 0.410
H -1.380068 -3.922269 -3.312039 -0.0106 0.0346 0.0024 0.507
H -0.514666 -4.800191 -5.410459 -0.0384 -0.0626 -0.0361 0.445
H 1.403143 -3.742374 -6.542328 0.1018 0.0381 -0.0533 0.411
H 2.530729 -1.780363 -5.477582 0.0960 -0.0412 -0.0928 0.503
H 4.787227 1.407507 -4.091015 0.0558 -0.0255 -0.1401 0.577
H 6.021721 2.783075 -2.400528 0.0425 0.0255 0.0052 0.441
H 5.234992 2.702150 -0.026386 0.0352 0.0000 0.1303 0.533
H 3.274730 1.286637 0.532529 0.0630 0.0421 0.1395 0.825
N 0.707777 -3.308865 1.908500 -0.0824 -0.0725 -0.6393 0.626
C 0.036807 -2.823413 3.037152 -0.3241 0.1786 0.3294 -0.784
C -0.453008 -3.715873 3.979675 0.0346 0.1344 -0.0833 -0.405
C -1.182596 -3.261537 5.071142 0.0681 -0.0081 -0.0173 -0.855
C -1.387243 -1.907820 5.251208 0.0014 0.1105 0.0004 -0.746
C -0.868973 -1.003262 4.330733 0.0490 -0.1586 -0.0689 -1.097
C -0.187782 -1.460037 3.219504 0.3100 0.0019 -0.4652 1.457
S 0.386335 -0.297414 1.990947 -0.3239 0.2142 0.8710 -0.288
N 1.063914 -1.255021 0.810402 -0.0284 -0.4380 0.0308 1.108
C 1.199269 -2.525685 0.900419 -0.4549 0.0210 0.8653 -0.721
C 1.913842 -3.181400 -0.198603 0.5251 -1.0587 -0.4212 0.225
C 1.950638 -4.562671 -0.393948 -0.0410 0.3617 0.1921 -0.595
C 2.709598 -5.071097 -1.435428 0.1221 0.2251 -0.1064 -1.423
C 3.443123 -4.189421 -2.216246 -0.0585 -0.1195 0.2275 -0.871
C 3.337729 -2.833374 -1.953909 0.3216 -0.3701 -0.1524 -0.488
N 2.569501 -2.341938 -1.000014 -0.2124 -0.4116 -0.0015 1.456
H 1.102544 -4.230306 2.016829 0.0837 0.1664 -0.0921 0.483
H -0.266610 -4.772040 3.856054 -0.0048 -0.1494 -0.0631 0.496
H -1.587003 -3.972223 5.776778 0.0279 -0.0417 0.0479 0.415
H -1.948232 -1.545593 6.099479 -0.0039 0.0198 0.0810 0.418
H -0.988878 0.059093 4.472783 -0.0907 0.1449 0.0367 0.658
H 1.380160 -5.230692 0.232727 -0.0523 -0.0413 0.0432 0.625
H 2.735384 -6.134397 -1.628272 0.0057 -0.0184 0.0209 0.508
H 4.067322 -4.534771 -3.024536 0.0784 -0.0384 -0.0375 0.617
H 3.895610 -2.113100 -2.535953 -0.0163 0.0272 -0.1158 0.546
C -2.610141 1.566978 2.563910 -0.1180 0.1257 -0.1049 -1.881
C -3.844712 2.084350 1.825053 -0.1430 -0.0569 -0.0072 3.155
C -4.911843 2.434224 2.876429 0.1879 0.0220 -0.2451 -2.244
C -4.389489 0.934479 0.970471 0.0835 0.2832 0.0986 -2.182
C -3.529734 3.342040 0.940050 0.5665 -0.3417 0.3322 2.011
O -4.744666 3.953753 0.535484 -0.1744 0.0723 -0.2081 -0.740
C -2.638538 4.344807 1.707679 -0.2905 0.1591 -0.1374 -0.840
C -2.622982 5.773153 1.137141 0.0251 -0.1916 0.1157 -1.671
C -1.868529 5.921561 -0.153576 -0.0161 0.2811 -0.0420 0.050
C -0.500551 5.677087 -0.209079 -0.1254 0.2649 -0.1051 0.154
C 0.193499 5.788138 -1.399399 0.0175 0.0829 -0.0746 -0.869
C -0.479928 6.171471 -2.548194 -0.1191 -0.0454 0.1824 0.337
Cl 0.384863 6.319590 -4.039372 0.1055 0.0055 -0.1736 -0.239
C -1.836261 6.447956 -2.511645 0.0755 -0.0045 -0.1138 -0.751
C -2.520368 6.319834 -1.315982 0.1454 0.0347 0.0845 -0.003
C -2.906177 2.981989 -0.432337 -0.9049 0.7570 0.0423 -3.138
N -1.624669 2.343915 -0.424147 0.5194 -0.8417 -0.3482 0.751
C -1.243636 1.237704 -1.072370 -0.1042 0.1003 0.0388 -0.353
N 0.048873 1.040968 -0.893430 0.0042 -0.1358 -0.2081 -0.812
C 0.426285 2.077301 -0.116676 -0.4794 0.2704 -0.0382 -1.773
N -0.561057 2.880267 0.175639 0.5155 0.4150 0.5330 0.119
H -2.865589 0.627278 3.047268 -0.0191 -0.1396 0.0835 0.859
H -2.277292 2.260917 3.329500 0.0965 0.1142 0.1557 0.398
H -1.784380 1.373713 1.888994 0.1089 -0.0418 -0.0503 -0.262
H -5.010144 1.603672 3.571040 -0.0367 -0.0861 0.0815 0.466
H -5.883730 2.599091 2.416600 -0.1194 0.0092 -0.0155 0.579
H -4.638939 3.313063 3.457321 -0.0048 0.1078 0.1160 0.323
H -4.790786 0.163943 1.623535 -0.0489 -0.1503 0.0529 0.575
H -3.602119 0.477762 0.376702 0.0368 -0.1119 -0.1076 0.055
H -5.187616 1.272161 0.314862 -0.1380 0.0213 -0.1169 0.351
H -5.169670 4.323480 1.316596 -0.0282 -0.0200 -0.0286 0.598
H -1.623940 3.954276 1.729976 -0.0831 0.0627 0.2144 0.397
H -3.001368 4.415976 2.734802 0.0128 -0.0711 0.0547 0.821
H -2.148084 6.411998 1.886101 -0.0833 0.0419 0.0218 0.419
H -3.647403 6.122708 0.997711 0.0670 0.0860 0.0510 0.418
H 0.030881 5.396720 0.686109 0.0375 -0.0485 0.0958 0.374
H 1.251957 5.584564 -1.437709 0.1240 -0.0029 -0.0356 0.493
H -2.349315 6.761525 -3.407062 -0.0216 0.0206 -0.1058 0.422
H -3.579209 6.532129 -1.288747 -0.1282 -0.0114 0.0240 0.374
H -2.818655 3.927527 -0.973720 -0.0231 -0.3102 -0.0618 0.154
H -3.603690 2.342640 -0.971024 0.1116 -0.0131 -0.0247 0.501
H -1.893185 0.622808 -1.661814 -0.2446 -0.1546 -0.0654 0.887
H 1.425938 2.237652 0.227582 0.1411 0.0922 0.0977 0.644
C 3.892592 -1.990054 4.318963 0.0386 -0.4488 -0.1926 -0.852
S 3.434327 -3.402694 3.265976 0.4182 0.1211 0.2127 -0.065
C 4.867028 -3.506614 2.264595 -0.1045 -0.2832 0.0622 -0.135
C 5.242168 -2.544851 1.379236 0.4961 -0.5506 0.0847 -0.030
S 4.460914 -1.097003 1.059557 -0.0185 0.8807 -0.2496 -0.302
S 6.782721 -2.904750 0.550499 -0.4760 -0.2527 0.5099 -0.060
C 7.122548 -4.425890 1.326228 -0.2980 0.0520 0.0341 0.097
S 8.442165 -5.330561 0.991168 0.3162 -0.2107 -0.0892 -0.274
S 5.914579 -4.897543 2.481834 0.2075 0.3720 -0.3557 -0.134
H 3.015809 -1.727478 4.900437 -0.0937 0.0597 0.1623 0.357
H 4.175138 -1.174128 3.659930 0.0012 0.1133 0.0280 0.185
H 4.717881 -2.293659 4.956228 -0.0111 0.1135 0.1355 0.363
```
Positions in Å, forces in eV/Å.

E_tot (hartree): -5567.7604
Total charge: 0
LUMO (alpha / beta) (eV): -1.511 / -1.510
Strongest force on any atom (eV Å⁻¹): 2.30
Orbital gap (alpha / beta) (eV): 4.64 / 4.64